2 unconnected molecules or ions with the total composition C2H6ClNOS, computed with wB97M-V/def2-TZVPD.

SMILES	C=CCl.NSO
gap between HOMO and LUMO	9.67	eV
highest occupied orbital energy	-8.9	eV
total energy	-1068.12707	a.u.
M	127.60	g mol⁻¹
energy relative to the best compared isomer or geometry (same formula, charge and spin)	10.8	kcal/mol

The geometry in ORCA input format:
```
! RIJCOSX wB97M-V def2-TZVPD def2/J DEFGRID3
* xyz 0 1
C 0.349 -2.492 0.752
C 0.890 -1.469 0.124
Cl 1.247 -1.486 -1.561
H 0.143 -2.434 1.805
H 0.100 -3.410 0.247
H 1.150 -0.535 0.599
N -0.708 1.697 -1.120
S -0.245 1.961 0.470
O 1.222 2.706 0.279
H -1.601 2.103 -1.355
H -0.622 0.741 -1.437
H 1.118 3.653 0.153
*
```

Atomic partial charges in e from the natural (NBO) method, atoms 1 to 4:
1 C -0.41
2 C -0.22
3 Cl -0.02
4 H 0.21

A molecular structure, C35H35BrMgN5O4P2 in a non-equilibrium geometry, computed with wB97M-V/def2-TZVPD.

gap between HOMO and LUMO	7.72	eV
highest occupied orbital energy	-10.9	eV
total energy	-5386.14130	a.u.
M	755.85	g mol⁻¹
energy relative to the best compared isomer or geometry (same formula, charge and spin)	16.6	kcal/mol

The geometry in ORCA input format:
```
! RIJCOSX wB97M-V def2-TZVPD def2/J DEFGRID3
* xyz 1 1
Mg -0.552 0.624 0.474
C -2.420 -2.051 3.029
C -0.892 -2.065 3.174
P -0.046 -0.543 2.586
C 0.055 0.517 4.055
C 0.735 0.114 5.206
C 0.816 0.963 6.297
C 0.214 2.216 6.250
C -0.471 2.619 5.114
C -0.549 1.772 4.016
C 1.670 -1.083 2.276
C 1.915 -2.226 1.513
C 3.210 -2.567 1.148
C 4.274 -1.762 1.528
C 4.037 -0.609 2.263
C 2.744 -0.267 2.629
C -2.967 -1.742 1.618
P -1.873 -2.254 0.209
C -2.127 -4.077 0.181
C -1.188 -4.912 0.785
C -1.371 -6.288 0.811
C -2.489 -6.851 0.216
C -3.426 -6.031 -0.397
C -3.250 -4.655 -0.414
C -2.859 -1.720 -1.242
C -3.997 -0.920 -1.175
C -4.586 -0.431 -2.337
C -4.056 -0.753 -3.578
C -2.937 -1.576 -3.656
C -2.338 -2.044 -2.498
H -2.835 -1.320 3.725
H -2.787 -3.028 3.345
H -0.478 -2.898 2.609
H -0.614 -2.214 4.217
H 1.215 -0.857 5.239
H 1.352 0.650 7.184
H 0.285 2.883 7.100
H -0.940 3.594 5.083
H -1.069 2.093 3.121
H 1.093 -2.849 1.180
H 3.384 -3.459 0.559
H 5.285 -2.029 1.245
H 4.863 0.029 2.552
H 2.575 0.645 3.187
H -3.114 -0.665 1.510
H -3.939 -2.220 1.489
H -0.291 -4.503 1.235
H -0.632 -6.918 1.290
H -2.627 -7.924 0.225
H -4.300 -6.462 -0.870
H -3.994 -4.031 -0.890
H -4.441 -0.672 -0.219
H -5.466 0.197 -2.267
H -4.528 -0.383 -4.480
H -2.533 -1.855 -4.622
H -1.454 -2.668 -2.564
N 0.685 -0.698 -2.641
N 0.134 0.455 -3.240
C -0.818 1.223 -2.748
N -1.348 2.164 -3.529
N -1.197 0.988 -1.460
N -2.117 1.757 -0.858
O -2.647 2.731 -1.355
O -2.377 1.368 0.318
H 0.655 -0.566 -1.640
H 1.671 -0.677 -2.875
H 0.341 0.537 -4.220
H -1.065 2.266 -4.487
H -2.043 2.773 -3.133
Br 3.892 0.989 -1.818
C 3.464 2.711 -1.143
C 4.380 3.704 -1.456
C 4.171 5.006 -1.031
C 3.045 5.322 -0.287
C 2.135 4.330 0.023
C 2.319 3.009 -0.393
C 1.251 2.038 0.014
O 1.355 0.792 -0.203
O 0.202 2.486 0.579
H 5.261 3.453 -2.029
H 4.894 5.771 -1.287
H 2.879 6.336 0.053
H 1.251 4.555 0.602
*
```

Atomic partial charges in e from the Mulliken method, atoms 1 to 4:
1 Mg 1.62
2 C -1.34
3 C -0.94
4 P 1.22